No. 1
Density functional theory data (ωB97M-V/def2-TZVPD) for the ion C9H16N3O with charge +1.

Each line ends with the Mulliken charge.
CARTESIAN COORDINATES (ANGSTROEM)
C: -1.098 -0.238 2.252  -1.5714
C: -0.533 -0.711 0.969  0.3580
C: 0.949 -0.583 0.768  0.2445
C: 1.279 0.187 -0.314  0.1021
N: 2.516 0.562 -0.506  -0.6984
O: 3.113 -0.132 0.534  -0.2003
C: 2.202 -0.650 1.360  -0.1551
N: 2.615 -1.212 2.492  -0.4198
C: 0.004 0.511 -1.147  0.8998
C: 0.038 -0.436 -2.291  -1.5876
C: 0.148 1.964 -1.685  -1.5711
N: -1.160 0.423 -0.272  0.2052
C: -2.454 -0.062 -0.679  -0.8947
H: -2.189 0.007 2.255  0.3668
H: -0.425 0.445 2.613  0.4792
H: -1.105 -1.113 2.918  0.4159
H: -0.896 -1.657 0.584  0.5561
H: 1.946 -1.861 2.917  0.2317
H: 3.610 -1.217 2.790  0.2677
H: 0.473 -1.311 -1.996  0.4619
H: 0.772 -0.041 -2.938  0.4577
H: -0.909 -0.633 -2.794  0.3434
H: -0.706 2.440 -2.225  0.3555
H: 1.078 2.020 -2.335  0.4118
H: 0.504 2.650 -0.840  0.4267
H: -1.242 1.419 0.152  0.5299
H: -2.538 0.015 -1.833  0.3006
H: -2.631 -1.191 -0.498  0.3276
H: -3.363 0.406 -0.250  0.3560

Highest occupied orbital energy, eV: -12.2
SMILES string: C[C@@H]1c2c(noc2N)C(C)(C)[N@H+]1C
Orbital gap, eV: 9.5
Energy above the lowest of the compared OMol25 structures with the same formula, charge and spin, kJ/mol: 431.4
Charge: +1


No. 2
Density functional theory data (ωB97M-V/def2-TZVPD) for a structure of composition C23H23N8O5SV.

Each line ends with the Mulliken charge.
CARTESIAN COORDINATES (ANGSTROEM)
V: 0.582 0.803 0.029  -0.9905
C: 3.093 -0.372 3.514  -1.4988
C: 2.091 0.117 2.543  0.7361
N: 1.824 -0.389 1.391  0.7530
O: 2.615 -1.411 0.970  -0.5784
C: 1.155 1.236 2.833  0.3078
C: 0.719 1.679 4.175  -1.6911
N: 0.671 1.629 1.719  0.7928
O: -0.409 2.137 1.251  -0.6660
H: 3.561 -1.287 3.168  0.3908
H: 2.602 -0.546 4.474  0.3897
H: 3.858 0.391 3.673  0.3636
H: 1.959 -2.102 0.718  0.5149
H: 0.221 0.841 4.671  0.3453
H: 0.029 2.514 4.102  0.3875
H: 1.580 1.965 4.780  0.4227
O: 1.723 0.163 -1.111  -0.0766
C: 2.691 0.400 -2.013  0.5822
C: 3.392 -0.668 -2.563  -0.8497
C: 4.393 -0.398 -3.472  -0.7028
C: 4.694 0.919 -3.828  -0.8717
C: 3.990 1.969 -3.278  -0.9477
C: 2.967 1.722 -2.356  0.8471
C: 2.164 2.762 -1.757  0.4058
N: 1.211 2.608 -0.821  0.5238
C: 0.671 3.869 -0.593  -0.5591
C: 1.310 4.769 -1.371  -0.8322
N: 2.241 4.060 -2.091  -0.0480
H: 3.144 -1.677 -2.266  0.5091
H: 4.951 -1.214 -3.909  0.4641
H: 5.486 1.117 -4.536  0.4362
H: 4.250 2.980 -3.564  0.3825
H: -0.114 4.033 0.119  0.5862
H: 1.194 5.834 -1.468  0.4662
H: 2.870 4.449 -2.775  0.1720
N: -5.972 -4.454 0.600  -0.4529
C: -4.774 -3.861 0.776  1.1430
C: -4.619 -2.830 1.727  -0.9198
C: -3.403 -2.227 1.905  -0.3777
C: -2.310 -2.640 1.136  -0.6120
C: -2.443 -3.656 0.184  -0.3610
C: -3.659 -4.259 0.007  -0.9055
S: -0.805 -1.875 1.346  1.9507
O: -0.694 -1.260 2.636  -0.7126
O: 0.259 -2.723 0.866  -0.9085
N: -0.753 -0.546 0.269  0.4043
C: -1.687 -0.073 -0.625  0.7581
N: -2.878 -0.528 -0.925  -0.3451
C: -3.529 0.184 -1.850  -0.4049
C: -3.011 1.325 -2.458  -0.8745
C: -1.748 1.728 -2.073  0.2543
N: -1.098 1.010 -1.163  0.4567
H: -6.745 -4.242 1.205  0.2087
H: -6.069 -5.248 -0.007  0.2089
H: -5.467 -2.532 2.331  0.3386
H: -3.280 -1.450 2.648  0.4957
H: -1.584 -3.975 -0.392  0.4862
H: -3.769 -5.060 -0.713  0.3337
H: -4.515 -0.178 -2.115  0.4818
H: -3.574 1.872 -3.198  0.4347
H: -1.252 2.601 -2.475  0.4522

Highest occupied orbital energy, eV: -13.0
Orbital gap, eV: 4.9
Energy above the lowest of the compared OMol25 structures with the same formula, charge and spin, kJ/mol: 12.3
Charge: +2


No. 3
Density functional theory data (ωB97M-V/def2-TZVPD) for a cluster of 18 separate species, C29H37Cl52I2O4P in total.

Each line ends with the Mulliken charge.
CARTESIAN COORDINATES (ANGSTROEM)
C: -0.729 -10.579 -1.467  -0.8695
C: 0.179 -10.316 -0.641  -0.1254
C: 1.545 -10.862 -0.821  -1.0256
C: 2.560 -9.802 -1.249  0.1036
O: 3.886 -10.125 -0.891  -0.4904
C: 4.177 -9.868 0.433  -0.4628
P: 4.548 -8.063 0.724  0.3328
O: 6.123 -8.007 1.158  -0.5356
I: 3.205 -7.300 2.638  -0.1101
C: 2.420 -9.461 -2.739  0.0261
C: 3.705 -8.901 -3.315  -1.5012
C: 4.168 -7.548 -2.822  0.6107
O: 5.194 -7.213 -3.090  -0.4603
Cl: 3.193 -6.445 -1.849  -0.1294
O: 1.305 -8.643 -2.866  0.0817
C: 1.181 -8.147 -4.168  -0.7377
C: -0.169 -7.442 -4.258  -1.0814
C: -0.074 -6.135 -3.488  0.5638
C: -1.325 -5.289 -3.769  -1.1035
I: -0.768 -3.569 -4.938  0.0690
H: -1.720 -10.232 -1.309  0.3202
H: -0.548 -11.107 -2.373  0.2484
H: -0.076 -9.722 0.200  0.3739
H: 1.567 -11.635 -1.563  0.3549
H: 1.867 -11.251 0.127  0.4432
H: 2.288 -8.890 -0.729  0.4791
H: 3.378 -10.162 1.093  0.3202
H: 5.048 -10.423 0.737  0.3992
H: 6.448 -7.161 0.889  0.3435
H: 2.247 -10.418 -3.223  0.3644
H: 4.524 -9.558 -3.121  0.6152
H: 3.640 -8.849 -4.384  0.4242
H: 1.912 -7.396 -4.411  0.3693
H: 1.160 -8.934 -4.911  0.3017
H: -0.440 -7.255 -5.279  0.4528
H: -0.888 -8.034 -3.722  0.3810
H: 0.839 -5.634 -3.735  -0.2922
H: 0.012 -6.353 -2.441  0.0787
H: -1.769 -4.990 -2.850  0.4583
H: -2.000 -5.891 -4.330  0.5066
C: -3.220 3.327 0.984  -0.0723
Cl: -4.840 4.007 0.823  -0.1109
Cl: -2.043 4.628 1.041  -0.0499
Cl: -3.106 2.316 2.435  -0.1524
H: -3.011 2.707 0.128  0.3479
C: 3.018 -3.261 -4.472  0.5086
Cl: 3.738 -4.869 -4.536  -0.1228
Cl: 3.836 -2.290 -3.249  -0.1116
Cl: 3.085 -2.465 -6.051  -0.1334
H: 1.982 -3.361 -4.196  -0.2563
C: -3.154 4.583 5.268  0.7177
Cl: -4.782 5.254 5.177  -0.1181
Cl: -1.952 5.879 5.276  -0.1510
Cl: -2.977 3.559 6.691  -0.1405
H: -2.990 3.976 4.391  -0.3525
C: 1.397 7.273 5.190  0.5821
Cl: 1.282 8.851 5.961  -0.1103
Cl: 1.449 7.438 3.436  -0.1075
Cl: 2.815 6.399 5.775  -0.1241
H: 0.518 6.702 5.451  -0.2168
C: -7.913 1.863 2.330  -0.0710
Cl: -7.915 0.181 2.858  -0.1103
Cl: -6.562 2.743 3.047  0.0225
Cl: -7.883 1.961 0.568  -0.1093
H: -8.827 2.328 2.669  0.3070
C: -1.901 7.922 -1.377  -0.0634
Cl: -2.378 6.311 -1.900  -0.0641
Cl: -3.318 8.951 -1.159  -0.1219
Cl: -0.970 7.818 0.117  -0.0791
H: -1.278 8.361 -2.140  0.3215
C: 6.714 6.165 6.192  0.4243
Cl: 7.092 5.632 4.551  -0.1287
Cl: 7.494 5.117 7.379  -0.1342
Cl: 7.199 7.843 6.426  -0.0497
H: 5.644 6.100 6.334  -0.0977
C: -5.528 11.481 0.664  0.4485
Cl: -6.954 11.187 -0.332  -0.1233
Cl: -4.859 13.080 0.341  -0.1206
Cl: -5.910 11.296 2.375  -0.1244
H: -4.782 10.746 0.405  -0.0741
C: 2.223 1.582 -3.411  0.5474
Cl: 2.269 0.167 -4.472  0.0263
Cl: 0.585 1.981 -2.893  -0.1268
Cl: 3.276 1.350 -2.013  -0.1403
H: 2.627 2.385 -4.013  -0.2824
C: 4.811 4.200 -6.343  0.0268
Cl: 3.424 3.909 -7.397  -0.1138
Cl: 5.137 5.927 -6.254  -0.1129
Cl: 4.537 3.483 -4.751  -0.1213
H: 5.683 3.711 -6.751  0.3335
C: -10.693 0.474 5.940  0.0124
Cl: -9.548 1.559 5.149  -0.0761
Cl: -11.138 -0.851 4.863  -0.1167
Cl: -10.020 -0.146 7.445  -0.1206
H: -11.585 1.034 6.173  0.3060
C: 1.919 -8.740 6.736  -0.0360
Cl: 1.375 -9.872 5.497  -0.0941
Cl: 3.656 -8.470 6.616  -0.0915
Cl: 1.042 -7.214 6.611  -0.1058
H: 1.710 -9.172 7.702  0.3234
C: -1.369 3.088 -6.105  -0.1239
Cl: -2.386 2.940 -7.538  -0.1347
Cl: 0.299 3.461 -6.551  0.0275
Cl: -1.962 4.399 -5.071  -0.0734
H: -1.394 2.150 -5.569  0.3058
C: -9.695 -0.253 -2.208  0.0410
Cl: -7.950 -0.177 -1.965  -0.1133
Cl: -10.098 -1.420 -3.467  -0.1304
Cl: -10.515 -0.656 -0.699  -0.0977
H: -10.034 0.720 -2.528  0.2896
C: 0.181 7.473 -7.546  0.1409
Cl: -0.639 7.597 -9.103  -0.1266
Cl: 1.521 6.332 -7.635  -0.0232
Cl: 0.744 9.057 -7.010  -0.1361
H: -0.528 7.103 -6.820  0.1342
C: 0.854 8.800 10.281  -0.0173
Cl: -0.183 7.715 9.357  -0.0844
Cl: 2.551 8.375 10.061  -0.1012
Cl: 0.567 10.478 9.819  -0.1174
H: 0.611 8.691 11.327  0.3285
C: 7.521 11.393 4.496  0.0803
Cl: 8.671 12.565 3.853  -0.1277
Cl: 7.315 10.045 3.379  -0.1060
Cl: 8.040 10.817 6.081  -0.1319
H: 6.567 11.884 4.612  0.2843

Highest occupied orbital energy, eV: -8.3
Orbital gap, eV: 8.3


No. 4
Density functional theory data (ωB97M-V/def2-TZVPD) for an isolated molecule of C10H12ClNO2S.

Each line ends with the Mulliken charge.
CARTESIAN COORDINATES (ANGSTROEM)
C: -1.604 0.445 1.183  -1.1313
C: -2.002 2.742 1.377  -0.4036
C: -2.231 1.476 1.824  0.9683
C: -0.918 0.941 0.045  0.8038
C: 3.038 -0.089 -2.899  -0.0060
C: 1.980 -1.868 -1.723  -0.9221
C: 0.461 -1.724 -2.019  -0.5276
C: -0.289 0.324 -1.016  -0.4631
C: 2.692 0.079 -0.450  -0.1834
C: -3.017 1.340 3.066  -1.3402
N: 2.576 -0.564 -1.704  0.1783
O: 2.792 -0.516 -3.975  -0.4947
O: -0.284 -1.075 -0.973  -0.2826
S: -1.087 2.730 -0.041  -0.2295
Cl: 2.463 -0.782 0.982  -0.1368
H: -1.839 -0.603 1.034  0.3446
H: -2.230 3.654 1.966  0.3644
H: 3.692 0.758 -2.711  0.3256
H: 2.119 -2.486 -0.820  0.4375
H: 2.305 -2.340 -2.757  0.3239
H: 0.308 -1.152 -2.943  0.4178
H: 0.022 -2.765 -1.910  0.3085
H: 0.395 0.819 -1.733  0.2773
H: 3.104 1.038 -0.389  0.4514
H: -2.819 2.170 3.773  0.3077
H: -4.099 1.326 2.828  0.2695
H: -3.007 0.429 3.689  0.3422

Highest occupied orbital energy (spin up / spin down), eV: -7.5 / -6.5
Orbital gap (spin up / spin down), eV: 7.3 / 6.6
Energy above the lowest of the compared OMol25 structures with the same formula, charge and spin, kJ/mol: 224.1


No. 5
Density functional theory data (ωB97M-V/def2-TZVPD) for an isolated molecule of C6H10O.

Each line ends with the Mulliken charge.
CARTESIAN COORDINATES (ANGSTROEM)
C: 1.071 -0.783 1.103  -1.1396
C: -0.377 -1.253 1.251  -0.2253
C: -1.382 -0.775 0.230  -0.3902
C: -1.342 0.319 -0.529  -0.2718
C: -0.256 1.356 -0.524  0.4545
C: 0.753 1.282 -1.651  -1.0836
O: -0.216 2.232 0.315  -0.5294
H: 1.165 0.303 1.173  0.2879
H: 1.680 -1.211 1.906  0.3787
H: 1.504 -1.108 0.149  0.2391
H: -0.395 -2.350 1.239  0.3083
H: -0.751 -0.962 2.243  0.2697
H: -2.263 -1.410 0.133  0.3323
H: -2.162 0.518 -1.220  0.3701
H: 0.353 1.842 -2.505  0.3752
H: 1.691 1.748 -1.337  0.2954
H: 0.926 0.252 -1.975  0.3288

Highest occupied orbital energy, eV: -9.6
SMILES string: CC/C=C\C(C)=O
Orbital gap, eV: 10.6
Energy above the lowest of the compared OMol25 structures with the same formula, charge and spin, kJ/mol: 40.3


Total energy? In order: -591.691279; -3046.155124; -26294.728152; -1451.711516; -309.827026 Ha.